(1)
DFT (ωB97M-V with the def2-TZVPD basis set) results for the molecule C3H5N3.

Gap between HOMO and LUMO = 10.91 eV
2S+1 = 1
E = -281.5390 a.u.
Energy relative to the best compared isomer or geometry (same formula, charge and spin) = 32.06 kcal/mol

Last column: Mulliken charge in e.
Positions of all 11 atoms, in Å:
H (0.2592, 1.9425, 1.0177)  0.401
N (1.9661, -0.2326, -0.6202)  -0.391
C (0.9473, -0.9131, -0.2116)  -0.003
C (0.6804, 1.0818, 0.5122)  0.013
N (0.0563, -0.1504, 0.5171)  -0.077
H (0.7583, -1.9627, -0.3975)  0.388
N (1.8001, 1.0630, -0.1359)  -0.400
H (-1.1340, -0.0013, -1.1124)  0.348
C (-1.2980, -0.2051, -0.0457)  -0.875
H (-1.9508, 0.5316, 0.4291)  0.308
H (-1.7255, -1.2016, 0.0749)  0.289

Forces on the atoms, in the same order (eV/Å):
H 0.05 -0.09 -0.19
N 0.08 -0.30 0.32
C 0.29 -0.07 0.03
C 0.12 0.13 -0.11
N 0.23 0.03 -0.24
H 0.08 0.16 -0.15
N -0.07 0.10 0.34
H -0.82 0.10 0.16
C -0.18 -0.05 -0.06
H 0.16 -0.12 -0.14
H 0.06 0.11 0.06

(2)
DFT (ωB97M-V with the def2-TZVPD basis set) results for a cluster of 7 separate species, C34H44F25N6O17S in total.

Gap between HOMO and LUMO = 7.58 eV
Total charge = +1
2S+1 = 1
E = -5824.0976 a.u.
Energy relative to the best compared isomer or geometry (same formula, charge and spin) = 0.00 kcal/mol

Last column: Mulliken charge in e.
Positions of all 127 atoms, in Å:
H (-1.0137, 1.8523, 6.2095)  0.260
H (4.6297, -7.1631, 6.0593)  0.310
F (-4.0688, 5.8647, 0.9619)  -0.248
O (-0.8962, 7.6680, -6.5366)  -0.503
H (1.4640, 6.6767, -9.6504)  0.373
F (0.9523, 0.1122, -5.7308)  -0.256
O (0.4091, -1.7912, -2.9821)  -0.503
O (1.9812, 4.9366, -0.3329)  -0.334
O (-5.4844, -0.4613, 3.6310)  -0.628
F (-3.6518, -5.7442, 4.4693)  -0.236
C (1.4516, 7.1054, -8.6494)  -1.109
H (-7.5775, 3.0607, 0.6850)  0.424
O (3.7623, -4.3451, -3.6718)  -0.524
H (-0.0170, 5.7237, -7.8561)  0.331
F (5.2707, -3.1036, -6.2178)  -0.259
F (-2.9241, -3.2479, 3.1652)  -0.194
F (1.5391, 8.1505, -4.2152)  -0.266
H (2.1016, -2.0713, -0.4279)  0.336
H (2.0586, -7.6884, 4.4711)  0.328
H (2.4543, 7.4557, -8.4042)  0.311
C (-5.0677, 6.3494, 1.7116)  0.941
O (3.1061, -5.9027, 4.2538)  -0.273
C (5.9538, -3.8405, -2.1455)  -0.082
C (0.9959, 6.0667, -7.6504)  -0.217
F (2.2138, 3.0707, 2.5896)  -0.224
O (0.3835, 3.8201, 0.8167)  -0.501
F (-4.5607, 6.7239, 2.8944)  -0.250
C (2.6888, 3.6235, 1.4676)  0.928
C (0.0944, -3.7584, -4.8487)  -0.124
F (1.2868, 0.6268, -3.6520)  -0.239
F (2.6121, -4.0966, 2.0769)  -0.405
H (0.6788, 2.2988, 5.9931)  0.373
C (-2.8237, -0.7853, 0.9193)  -0.343
H (6.0656, -5.1048, -0.4139)  0.333
F (0.0346, 6.7053, -3.6258)  -0.240
N (-2.8963, -1.0581, 5.1618)  0.567
C (1.6016, -0.9534, 1.3971)  0.495
H (1.6538, 5.2013, -7.6607)  0.301
O (1.0666, 6.5692, -6.2949)  -0.301
O (0.6732, -2.4642, -5.1268)  -0.335
C (-6.4774, 3.0305, 2.5452)  -0.117
C (0.9609, 0.4416, 1.5980)  -1.092
C (-4.1967, -5.2272, 3.3898)  0.525
F (-3.5090, -5.6056, 2.3348)  -0.230
H (4.5008, -8.2432, 4.6725)  0.318
C (-1.4162, -3.6937, -4.8242)  -1.185
C (-6.1594, 5.2787, 1.9355)  0.272
H (1.0746, 7.3914, -0.2530)  0.297
O (5.9864, -3.9566, -3.5841)  -0.311
H (6.8773, -5.7518, -1.8445)  0.364
C (3.9534, -7.8214, 5.5142)  -1.108
F (4.5613, -4.0479, 3.0276)  -0.282
H (1.7318, -2.5422, 2.5501)  0.260
F (-4.3983, -3.3419, 4.7910)  -0.298
H (-7.5685, 1.4981, 1.5093)  0.338
O (-7.3278, 5.5034, 1.8442)  -0.506
N (-2.4221, -0.1410, 2.9704)  0.967
H (0.5247, -2.4391, 0.2616)  0.313
C (0.1499, 0.8663, 3.9462)  -1.734
H (-0.3590, 7.1740, -1.2655)  0.354
F (6.1392, -5.0760, -5.9801)  -0.245
F (-5.1725, -3.4677, 1.4159)  -0.259
H (-3.3534, -1.1448, 0.0479)  0.600
H (1.7104, 1.1065, 2.0044)  0.240
H (-1.7957, -3.2768, -5.7569)  0.315
F (3.3535, 2.6720, 0.7867)  -0.273
H (1.2315, 0.8685, 4.0787)  0.728
N (-0.3671, 2.2014, 4.1940)  -0.076
H (0.6236, 0.8755, 0.6600)  0.557
F (3.5553, 4.5759, 1.8000)  -0.265
F (-5.4391, -5.6424, 3.2840)  -0.232
H (-0.2369, 6.3431, 0.2813)  0.351
H (2.1833, -6.6513, 5.8898)  0.304
C (1.4555, -0.3239, -4.5729)  0.901
H (0.7859, 7.9673, -8.6519)  0.320
C (0.7616, -1.6271, -4.1158)  0.360
H (-6.1263, 2.0678, 0.6530)  0.240
F (-0.5383, 8.7410, -4.0974)  -0.250
C (-4.1497, -3.6701, 3.5182)  0.714
F (4.3184, -5.0310, 1.1152)  -0.194
N (-1.5833, -0.4213, 0.9287)  -0.151
C (1.0074, 5.4949, -1.2611)  -0.076
H (-0.5681, 3.5362, 5.7991)  0.355
H (-1.7687, -3.0636, -4.0079)  0.284
H (2.6881, -0.8408, 1.4584)  0.631
O (-5.7180, -0.8132, 1.2277)  -0.617
C (3.7531, -4.8074, 2.2911)  0.969
C (0.0650, 7.3397, -5.9084)  0.271
H (0.5027, -4.1431, -3.9154)  0.246
O (3.4093, -7.1834, 2.4117)  -0.507
F (2.7656, -0.5356, -4.7277)  -0.237
C (0.2813, 7.7562, -4.4374)  0.999
C (4.8393, -4.2233, -4.1817)  0.325
N (-3.4274, -0.6647, 2.1413)  -0.421
S (-5.0288, -1.0886, 2.4386)  1.494
O (1.2020, -1.7349, 2.5341)  -0.561
C (5.0691, -4.3247, -5.7082)  0.926
H (-0.2344, 0.1180, 4.6543)  0.532
C (6.0033, -5.2032, -1.4931)  -1.086
O (-2.6413, 0.2158, 4.2381)  -0.367
O (-3.4207, -0.7075, 6.0882)  -0.248
C (-6.9688, 2.3763, 1.2739)  -1.065
O (-5.5852, 4.1288, 2.2676)  -0.291
H (6.8353, -3.2585, -1.8869)  0.348
N (-0.1256, 0.4200, 2.5873)  0.686
F (-5.5784, 7.4121, 1.1071)  -0.238
H (3.6507, -8.6357, 6.1705)  0.377
C (2.7355, -7.0589, 5.0467)  -0.217
C (-1.2928, -0.0212, 2.2038)  -0.102
H (5.1199, -5.7922, -1.7374)  0.291
C (-0.3325, 2.4877, 5.6275)  -0.974
C (0.3271, 6.6731, -0.5905)  -1.137
H (-1.3286, 2.2203, 3.8724)  0.278
C (-5.1943, -2.9560, 2.6396)  0.289
F (-6.4030, -3.0828, 3.1486)  -0.225
F (4.0055, -4.8645, -6.2957)  -0.231
H (0.7559, -0.9522, -0.6171)  0.300
H (1.5890, 5.7849, -2.1256)  0.293
H (-1.8282, -4.6935, -4.6936)  0.393
H (-5.8858, 2.3331, 3.1359)  0.189
H (5.0759, -3.2700, -1.8433)  0.153
H (-7.3034, 3.3717, 3.1676)  0.328
C (3.4088, -6.1401, 2.9912)  0.272
C (1.2416, -1.6356, 0.0784)  -1.463
C (1.5170, 4.1551, 0.6130)  0.333
H (0.4424, -4.3982, -5.6552)  0.365
H (0.2989, 4.7280, -1.5695)  0.284

Forces on the atoms, in the same order (eV/Å):
H -0.03 0.04 0.02
H -0.05 -0.01 0.08
F 0.00 0.07 0.03
O 0.03 -0.01 0.04
H 0.00 -0.03 0.00
F 0.08 0.04 0.07
O -0.07 -0.09 -0.05
O 0.00 -0.21 -0.11
O 1.03 -0.42 0.26
F 0.28 -0.26 0.50
C 0.00 0.21 0.16
H -0.06 0.02 0.07
O 0.00 0.01 -0.04
H -0.07 0.11 0.09
F -0.04 -0.03 -0.01
F 0.20 0.08 0.03
F -0.06 -0.02 0.02
H 0.06 0.02 0.08
H 0.07 0.04 -0.14
H 0.04 -0.07 -0.04
C -0.10 -0.04 -0.05
O -0.05 0.01 -0.04
C 0.07 0.06 0.41
C 0.05 -0.19 -0.36
F 0.19 0.17 0.02
O 0.06 -0.08 -0.07
F 0.03 0.02 -0.05
C 0.07 0.12 0.10
C -0.13 -0.46 0.04
F 0.05 0.00 -0.07
F 0.16 -0.27 -0.08
H -0.01 0.12 0.02
C 0.32 0.08 0.04
H 0.05 0.05 0.03
F -0.08 0.07 -0.25
N -0.04 -0.61 0.31
C -0.02 -0.46 0.16
H 0.05 0.03 0.13
O -0.04 -0.01 0.04
O 0.06 0.10 0.05
C -0.19 -0.35 0.12
C 0.55 -0.14 0.02
C 0.21 0.50 0.10
F 0.26 -0.16 -0.57
H -0.06 -0.05 -0.01
C -0.02 0.27 0.01
C -0.04 -0.02 0.03
H 0.00 0.03 -0.08
O -0.04 0.03 -0.05
H 0.04 0.03 0.04
C 0.18 0.12 -0.16
F -0.01 0.02 -0.06
H -0.14 0.26 -0.03
F 0.08 0.12 0.17
H 0.01 -0.01 0.03
O 0.06 -0.01 -0.01
N 0.39 -0.63 0.32
H 0.03 0.02 0.03
C 0.02 0.01 0.53
H -0.02 -0.01 -0.09
F -0.09 0.02 -0.05
F 0.24 -0.07 -0.39
H -0.10 -0.02 0.12
H -0.14 0.02 0.07
H 0.00 -0.08 -0.04
F -0.07 -0.02 0.04
H -0.03 -0.01 -0.13
N -0.07 -0.45 -0.12
H -0.15 -0.09 0.02
F -0.08 -0.05 -0.01
F -0.65 -0.17 -0.04
H -0.03 -0.04 -0.03
H 0.04 0.14 -0.04
C -0.16 -0.02 0.01
H -0.06 -0.04 -0.03
C 0.07 0.00 -0.01
H 0.01 -0.07 0.04
F 0.02 -0.07 0.00
C -0.35 -0.18 -0.02
F -0.12 0.11 0.09
N -0.12 -0.04 -0.05
C -0.22 0.35 0.19
H -0.04 -0.06 0.02
H 0.02 -0.05 0.05
H -0.04 0.26 -0.12
O 0.69 -0.42 -0.29
C 0.06 -0.04 0.02
C -0.01 -0.04 -0.04
H 0.04 0.13 0.05
O -0.01 0.04 0.01
F 0.04 0.03 -0.02
C 0.03 0.12 0.04
C 0.03 0.08 0.06
N 0.17 0.25 -0.49
S -1.86 1.05 0.22
O -0.02 0.07 0.04
C 0.02 -0.07 0.10
H -0.05 -0.05 -0.10
C 0.01 -0.18 -0.30
O -0.53 0.87 -0.64
O 0.22 0.09 0.01
C 0.07 0.17 -0.20
O 0.05 0.01 0.03
H 0.05 0.00 -0.16
N -0.24 0.28 -0.40
F 0.07 -0.02 0.04
H -0.03 0.00 0.02
C -0.13 -0.28 0.30
C -0.23 -0.10 0.39
H -0.06 0.05 0.05
C 0.17 -0.04 -0.11
C 0.09 -0.06 0.17
H 0.00 0.28 0.03
C 0.36 0.02 -0.13
F -0.40 0.01 0.26
F 0.04 0.05 -0.04
H 0.15 -0.01 -0.04
H 0.18 0.05 0.04
H 0.02 -0.02 -0.02
H 0.10 0.07 0.00
H -0.09 -0.07 -0.12
H 0.00 0.16 -0.07
C -0.05 -0.03 0.05
C -0.32 0.00 -0.10
C -0.05 -0.02 -0.08
H 0.07 0.11 -0.06
H 0.03 -0.12 0.17

(3)
DFT (ωB97M-V with the def2-TZVPD basis set) results for a cluster of 2 separate species, C2H8N4O in total.

Gap between HOMO and LUMO (spin up / spin down) = 8.65 / 7.69 eV
Total charge = +2
2S+1 = 1
E = -374.3473 a.u.
Energy relative to the best compared isomer or geometry (same formula, charge and spin) = 144.87 kcal/mol

Last column: Mulliken charge in e.
Positions of all 15 atoms, in Å:
H (-4.5908, -0.2849, 0.4398)  0.442
H (1.5032, 0.4528, 1.5044)  0.306
C (0.1841, -0.8722, -0.2698)  0.129
N (1.9135, 0.8921, 0.6914)  -0.420
N (-0.4548, 0.2311, -0.5219)  -0.465
O (-3.6232, -0.3389, 0.4787)  -0.193
H (-0.0102, 1.1413, -0.6676)  0.257
N (1.5839, -1.0323, -0.2766)  -0.200
H (-0.2046, -1.8067, 0.0684)  0.371
N (2.4969, -0.0889, -0.1456)  0.226
H (2.3581, 1.8361, 0.7805)  0.314
H (-3.1233, 1.1819, -0.7454)  0.357
H (1.7684, -2.0591, -0.4284)  0.316
C (-2.8792, 0.5144, 0.0075)  0.259
H (3.0781, 0.2334, -0.9153)  0.301

Forces on the atoms, in the same order (eV/Å):
H -0.90 -0.05 -0.62
H 0.10 0.20 0.29
C 0.08 4.03 -0.54
N 2.48 -0.25 -1.59
N -0.38 -2.79 0.77
O 1.22 0.10 0.84
H 0.27 -0.65 -0.02
N -1.02 -3.37 -0.71
H -1.18 -0.41 -0.35
N -1.93 2.87 2.40
H -0.14 -1.35 -0.16
H -0.64 1.81 -1.59
H 1.16 1.67 0.23
C 0.60 -1.74 1.30
H 0.28 -0.05 -0.24